Model i:
A 2-piece molecular cluster, C4H8O2S overall, computed with the ωB97M-V functional and the def2-TZVPD basis.

Each line ends with the natural charge from an NBO analysis.
Geometry (Å):
C -1.029 -0.820 -0.284  0.636
C -1.670 0.118 -1.181  -0.768
C 0.794 1.160 1.229  -0.675
C 0.884 -0.091 0.334  0.094
O -1.404 -1.781 0.279  -0.532
O 1.374 -1.314 0.878  -0.751
S 1.780 0.254 -1.215  -0.039
H -2.628 -0.324 -1.592  0.229
H -1.754 1.108 -0.813  0.256
H -1.052 0.194 -2.040  0.261
H 1.613 1.055 1.902  0.230
H 0.948 1.961 0.587  0.216
H -0.234 1.215 1.756  0.217
H 0.673 -1.723 1.451  0.491
H 1.705 -1.010 -1.289  0.135

## Properties
2S+1 = 1
LUMO level = 0.681 eV
E_HOMO = -7.82 eV

Model ii:
A 2-piece molecular cluster, C4H8O2S overall, computed with the ωB97M-V functional and the def2-TZVPD basis.

Each line ends with the natural charge from an NBO analysis.
Geometry (Å):
C 0.073 -1.688 -0.645  -1.007
C 0.697 2.407 -1.543  0.729
C -0.550 2.253 -1.729  -0.785
C 0.737 -1.086 2.134  -0.685
O 1.840 2.559 -1.402  -0.465
O -1.413 0.082 0.842  -0.944
S 0.219 -0.437 0.412  1.012
H 0.004 -1.369 -1.685  0.239
H 0.023 -2.753 -0.268  0.234
H -1.124 2.786 -2.382  0.256
H -2.054 -0.586 0.392  0.482
H -0.917 1.314 -1.461  0.259
H 0.033 -1.681 2.545  0.221
H 1.711 -1.578 2.130  0.234
H 0.722 -0.224 2.660  0.221

## Properties
2S+1 = 1
LUMO level = 0.768 eV
E_HOMO = -8.22 eV

Q: Which of them is the least stable? A: model ii.

Model i:
C5H11N2O as an isolated structure, computed with the ωB97M-V functional and the def2-TZVPD basis.

Each line ends with the natural charge from an NBO analysis.
Geometry (Å):
C -0.328 -0.989 -0.302  0.127
C -0.007 -2.303 -0.480  -0.380
C 0.909 0.090 0.155  -0.068
C -0.633 1.598 -0.803  0.544
C 1.725 -0.266 1.410  -0.653
N 0.107 1.330 0.283  -0.624
N -1.430 -0.216 -0.757  -0.753
O -1.592 2.403 -0.917  -0.598
H -0.833 -2.971 -0.624  0.217
H 0.836 -2.808 -0.005  0.238
H 1.506 -0.005 -0.682  0.224
H -0.127 1.454 -1.846  0.211
H 1.094 -0.706 2.172  0.237
H 2.308 0.760 1.620  0.245
H 2.647 -0.928 1.170  0.261
H -0.025 1.635 1.253  0.435
H -1.822 -0.493 -1.621  0.425
H -2.179 -0.026 0.048  0.409
H -2.155 2.442 -0.074  0.503

## Properties
2S+1 = 1
total charge = +1
LUMO level = -3.496 eV
E_HOMO = -13.84 eV

Model ii:
An isolated ion of composition C5H11N2O and charge +1, computed with the ωB97M-V functional and the def2-TZVPD basis.

Each line ends with the natural charge from an NBO analysis.
Geometry (Å):
C 1.349 1.204 -1.467  0.672
C 1.783 0.400 -0.183  -0.598
C 0.578 -0.436 -0.015  0.184
C -0.832 1.112 -2.662  -0.454
C -0.289 -1.075 2.187  -0.431
N 0.039 0.921 -1.562  -0.451
N -0.365 -0.124 1.045  -0.535
O 2.011 1.911 -2.164  -0.506
H 2.687 -0.160 -0.409  0.281
H 1.976 1.087 0.638  0.245
H 0.489 -1.412 -0.460  0.248
H -0.261 1.396 -3.551  0.252
H -1.334 0.170 -2.897  0.224
H -1.583 1.870 -2.433  0.214
H 0.734 -1.130 2.556  0.245
H -0.939 -0.743 2.993  0.253
H -0.600 -2.067 1.868  0.244
H -0.162 0.831 1.376  0.453
H -1.327 -0.123 0.672  0.460

## Properties
2S+1 = 1
total charge = +1
LUMO level (alpha / beta) = -5.186 / -5.184 eV
E_HOMO (alpha / beta) = -13.33 / -13.33 eV

Q: Which of them is the least stable? A: model ii.

Model i:
An isolated ion of composition C5H11N2O and charge +1, computed with the ωB97M-V functional and the def2-TZVPD basis.

Each line ends with the natural charge from an NBO analysis.
Geometry (Å):
C -1.841 -0.109 -0.363  0.359
C 0.834 -1.088 -1.027  -0.407
C 1.423 0.290 -0.936  -0.403
C 0.554 -0.163 0.139  0.047
C 1.079 -0.466 1.479  -0.630
N -2.939 0.603 -0.487  -0.720
N -0.721 0.437 0.052  -0.061
O -0.893 2.093 0.226  -0.544
H -1.762 -1.194 -0.482  0.260
H 0.165 -1.468 -1.776  0.243
H 1.678 -1.910 -0.929  0.269
H 2.434 0.575 -0.671  0.254
H 1.019 1.201 -1.385  0.216
H 1.724 -1.273 1.417  0.243
H 0.359 -0.794 2.323  0.245
H 1.469 0.470 1.972  0.236
H -3.861 0.260 -0.773  0.445
H -2.949 1.637 -0.283  0.459
H -0.037 2.427 -0.046  0.489

## Properties
2S+1 = 1
total charge = +1
SMILES = CC1(/[N+](O)=C/N)CC1
LUMO level = -4.456 eV
E_HOMO = -14.80 eV

Model ii:
An isolated ion of composition C5H11N2O and charge +1, computed with the ωB97M-V functional and the def2-TZVPD basis.

Each line ends with the natural charge from an NBO analysis.
Geometry (Å):
C -3.177 -0.363 -0.385  0.218
C -1.074 0.926 -0.496  0.038
C 0.966 -0.294 -0.034  0.734
C 1.650 0.942 0.404  -0.734
C 1.520 -1.669 -0.109  -0.711
N -2.361 0.460 -1.034  -0.616
N -2.869 -1.035 0.711  -0.784
O -0.244 -0.223 -0.390  -0.401
H -0.893 1.456 0.359  0.200
H -0.718 1.477 -1.339  0.214
H 1.248 1.051 1.354  0.277
H 1.130 1.779 -0.286  0.274
H 2.754 0.856 0.503  0.291
H 1.089 -2.245 -0.878  0.281
H 1.302 -2.091 0.825  0.283
H 2.667 -1.646 -0.088  0.270
H -2.590 0.692 -1.942  0.422
H -1.900 -1.087 1.049  0.322
H -3.457 -1.625 1.277  0.421

## Properties
2S+1 = 1
total charge = +1
LUMO level = -5.104 eV
E_HOMO = -11.11 eV

Q: Which of them is the least stable? A: model ii.

Model i:
A 2-piece molecular cluster, C5H11N2O overall, computed with the ωB97M-V functional and the def2-TZVPD basis.

Each line ends with the natural charge from an NBO analysis.
Geometry (Å):
C -0.592 -1.037 1.217  0.962
C 2.016 -0.200 0.225  0.194
C -0.694 0.900 -0.430  -0.567
C -2.439 -0.789 -0.196  -0.619
C -1.349 -0.058 0.553  -0.449
N 2.215 -0.401 -1.054  -0.807
N 2.627 0.815 0.726  -0.795
O -0.302 -1.724 2.089  -0.270
H -0.235 0.362 -1.186  0.223
H -1.454 1.553 -0.786  0.242
H 0.178 1.605 -0.009  0.245
H -3.239 -1.430 0.428  0.260
H -3.076 -0.147 -0.790  0.264
H -1.998 -1.646 -0.875  0.240
H -1.738 0.471 1.340  0.299
H 1.547 -1.007 -1.482  0.414
H 2.921 0.218 -1.512  0.372
H 2.348 1.231 1.655  0.428
H 3.264 1.284 0.086  0.364

## Properties
2S+1 = 1
total charge = +1
LUMO level = -4.834 eV
E_HOMO = -12.73 eV

Model ii:
A 3-piece molecular cluster, C5H11N2O overall, computed with the ωB97M-V functional and the def2-TZVPD basis.

Each line ends with the Mulliken charge.
Geometry (Å):
O 2.363 1.890 -1.863  -0.469
C 2.551 3.261 -1.832  -0.270
C 1.500 3.640 -0.588  -0.237
C 0.027 3.312 -0.716  -0.693
C -0.739 2.751 -1.704  0.780
C -2.243 2.501 -1.586  -0.308
N -3.095 2.187 -2.813  -0.405
N -0.155 2.082 -2.898  -0.564
H 3.384 3.757 -1.360  0.345
H 1.659 2.746 0.131  0.296
H 2.004 4.569 -0.352  0.395
H 0.454 -22.725 15.129  0.001
H -0.539 -22.455 14.386  -0.001
H -2.403 2.761 -0.538  0.411
H -3.994 2.071 -2.481  0.301
H -2.291 1.281 -1.957  0.430
H 0.639 1.506 -2.675  0.248
H 1.780 3.137 -2.743  0.445
H -0.901 1.729 -3.540  0.295

## Properties
2S+1 = 1
total charge = +1
LUMO level = -7.177 eV
E_HOMO = -12.59 eV

Q: Which of them is the least stable? A: model ii.

Model i:
A 7-piece molecular cluster, C6H29N2O6 overall, computed with the ωB97M-V functional and the def2-TZVPD basis.

Each line ends with the natural charge from an NBO analysis.
Geometry (Å):
N -2.056 -2.329 1.057  -0.758
C -1.011 -1.221 1.733  -0.175
C 0.206 -1.057 0.819  -0.319
N 0.003 -0.156 -0.291  -0.704
C -0.834 2.736 0.710  -0.661
C -0.154 2.235 -0.568  -0.421
C 0.811 1.108 -0.352  -0.077
C 1.815 1.019 -1.663  -0.641
H -2.355 -3.162 1.621  0.455
H -2.706 -1.816 0.454  0.461
H -1.474 -2.780 0.267  0.437
H -1.700 -0.271 1.892  0.247
H -0.726 -1.713 2.707  0.231
H 1.064 -0.758 1.530  0.237
H 0.641 -2.030 0.623  0.254
H 0.143 -0.726 -1.233  0.408
H -0.653 2.432 1.790  0.214
H -1.940 2.410 0.813  0.217
H -0.596 3.834 0.853  0.231
H -1.088 1.873 -1.201  0.215
H 0.350 3.140 -0.982  0.222
H 1.368 1.232 0.626  0.240
H 1.390 1.514 -2.567  0.224
H 1.939 0.008 -2.045  0.211
H 2.798 1.182 -1.546  0.202
H -4.198 0.443 -0.190  0.516
H -3.718 0.726 1.358  0.500
O -3.567 0.363 0.503  -1.005
H -1.056 -1.978 -3.130  0.469
H 0.231 -2.385 -3.626  0.482
O -0.258 -2.430 -2.808  -0.942
H 2.009 -2.614 3.135  0.474
H 2.652 -2.312 1.779  0.493
O 2.001 -2.824 2.162  -0.964
H 3.316 2.790 0.934  0.479
H 3.953 1.643 0.200  0.470
O 3.306 1.878 0.894  -0.935
H 4.036 -0.586 0.205  0.488
H 2.460 -0.364 0.417  0.494
O 3.214 -0.986 0.516  -0.971
H -2.906 0.151 -1.860  0.468
H -3.116 1.219 -3.004  0.481
O -3.594 0.561 -2.529  -0.947

## Properties
2S+1 = 1
total charge = +1
LUMO level = -2.907 eV
E_HOMO = -12.09 eV

Model ii:
A 7-piece molecular cluster, C6H29N2O6 overall, computed with the ωB97M-V functional and the def2-TZVPD basis.

Each line ends with the natural charge from an NBO analysis.
Geometry (Å):
C 1.968 -1.527 0.158  -0.236
N 1.371 -0.245 0.599  -0.691
C 2.073 1.031 0.323  -0.225
C 1.042 2.146 0.696  -0.402
C 0.663 2.317 2.207  -0.399
C 1.234 3.597 2.784  -0.618
C 1.153 -2.040 -1.150  -0.207
N -0.120 -1.181 -1.171  -0.728
H 3.037 -1.372 -0.213  0.230
H 1.977 -2.409 0.841  0.215
H 0.775 -0.240 1.352  0.382
H 3.105 1.201 0.801  0.199
H 2.221 1.296 -0.705  0.201
H 0.125 1.983 0.166  0.185
H 1.451 3.135 0.507  0.221
H -0.408 2.375 2.150  0.203
H 1.055 1.380 2.833  0.184
H 0.634 4.487 2.434  0.210
H 2.209 3.761 2.366  0.207
H 1.210 3.635 3.904  0.225
H 1.742 -1.924 -1.916  0.198
H 0.831 -3.117 -1.001  0.212
H -0.741 -1.319 -0.311  0.453
H 0.003 -0.076 -1.105  0.465
H -0.684 -1.337 -1.996  0.469
H -2.531 -1.232 0.735  0.464
H -3.732 -1.162 -0.147  0.518
O -2.836 -1.643 -0.129  -0.993
H 4.093 -0.884 -3.267  0.458
H 3.081 -0.030 -3.371  0.450
O 3.838 -0.096 -2.904  -0.903
H -0.328 -3.805 -3.417  0.493
H -1.485 -3.544 -2.409  0.493
O -0.970 -3.181 -3.118  -0.973
H -1.713 -1.180 -3.616  0.491
H -2.935 -0.511 -2.948  0.494
O -1.970 -0.395 -3.080  -0.966
H -5.329 0.745 0.051  0.492
H -4.019 1.190 0.522  0.484
O -4.314 0.551 -0.139  -0.955
H -1.739 -0.711 4.203  0.470
H -2.549 0.519 4.604  0.481
O -2.489 -0.188 3.879  -0.951

## Properties
2S+1 = 1
total charge = +1
LUMO level = -2.679 eV
E_HOMO = -12.20 eV

Q: Which of them is the least stable? A: model i.